Here is a cluster of 6 separate species, C20H54B3I2O24P5 in total in a non-equilibrium geometry from OMol25. Energies are from ωB97M-V with the def2-TZVPD basis set.

Geometry as XYZ:
```
108
Properties=species:S:1:pos:R:3:forces:R:3
C 0.620495 3.037629 2.407861 0.20 1.21 0.34
C 2.114844 3.464932 3.022827 -0.59 0.31 -1.01
C 1.955286 4.676154 4.118341 0.20 -1.45 0.61
I 1.925093 6.649147 3.108177 -0.03 -0.97 0.43
B 3.147460 4.754344 5.248086 1.09 1.22 0.58
O 4.212009 3.756227 5.478768 -2.50 1.10 3.07
B 4.362992 3.454120 6.936972 -0.23 2.31 -0.73
O 4.063471 4.457885 8.018721 -2.64 -1.10 -3.77
B 2.917971 5.272172 7.518059 2.09 1.02 -1.03
C 1.465231 5.445236 8.271448 -0.62 0.20 -0.33
C 0.746102 6.923999 7.967966 -7.47 -1.49 -1.64
O -0.573952 6.955586 7.633945 9.04 -0.23 2.27
I 1.789158 8.849173 8.070618 -0.47 -1.45 0.02
O 3.146382 5.933500 6.184868 -1.27 -4.47 1.40
H 0.236882 2.007314 2.810551 0.84 2.00 -0.88
H -0.106526 3.912382 2.770240 1.28 -2.05 -0.97
H 0.656231 3.069887 1.227812 -0.19 -0.33 2.53
H 2.696776 3.933698 2.092137 -0.90 -1.27 2.26
H 2.683972 2.518150 3.468095 -1.15 2.24 -0.91
H 0.929155 4.612893 4.704241 1.97 0.14 -1.26
H 4.702089 2.343673 7.231767 0.09 0.47 -0.01
H 1.500617 5.178992 9.410554 -0.11 0.85 -2.09
H 0.732242 4.651620 7.763347 1.40 1.77 1.06
C -3.365488 -1.983509 -0.985697 -0.08 -0.39 -0.81
O -3.351463 -1.489962 0.338081 0.65 0.55 1.19
P -1.910363 -1.178173 0.992552 0.79 0.83 -0.52
O -1.105781 -0.150043 0.262396 -1.09 -1.71 1.03
O -1.216786 -2.624564 1.106857 -0.02 1.65 -0.20
C -1.908035 -3.674127 1.752204 -0.42 -0.77 0.35
O -2.273041 -0.799393 2.515407 0.18 -1.21 -1.23
C -2.675365 0.533565 2.756008 -0.18 0.97 0.27
H -4.179787 -1.501816 -1.532564 0.11 -0.03 0.14
H -2.423316 -1.786590 -1.504394 -0.08 0.06 0.04
H -3.544577 -3.061600 -0.960774 0.00 0.05 -0.05
H -2.138808 -4.447635 1.014990 -0.01 0.07 0.07
H -2.838969 -3.337255 2.216413 0.12 -0.03 -0.06
H -1.261776 -4.101966 2.522147 -0.05 0.11 -0.09
H -3.304887 0.557056 3.649159 0.10 -0.17 -0.15
H -3.245191 0.935548 1.913326 0.06 0.00 0.12
H -1.790493 1.152088 2.929991 -0.19 0.00 -0.11
C -4.757986 -4.592922 -4.611988 0.11 0.78 -0.20
O -4.872600 -5.980627 -4.372588 -0.22 -1.09 0.86
P -5.092893 -6.448605 -2.844590 -1.07 0.29 0.58
O -6.333635 -5.912802 -2.203493 2.05 -0.64 -0.82
O -3.721168 -6.037304 -2.112904 -1.61 -0.21 -0.02
C -2.490712 -6.468171 -2.657156 0.89 -0.24 -0.39
O -5.017310 -8.054732 -2.938094 0.80 1.55 0.02
C -6.203639 -8.721785 -3.317824 -0.86 -0.53 -0.16
H -5.313118 -4.345141 -5.520068 0.06 -0.10 0.15
H -5.152837 -4.001752 -3.781255 -0.04 -0.05 -0.08
H -3.704104 -4.344405 -4.762152 -0.07 0.02 0.00
H -1.932933 -5.592670 -2.999849 -0.04 -0.08 0.02
H -2.623805 -7.155328 -3.497223 0.02 0.07 0.10
H -1.915042 -6.969763 -1.875799 -0.12 0.05 -0.06
H -5.939980 -9.677079 -3.778763 0.13 0.21 0.07
H -6.779528 -8.131532 -4.036405 0.02 -0.11 0.10
H -6.810811 -8.913140 -2.428688 0.00 0.08 -0.16
C 6.640333 6.875195 2.901922 -0.29 -0.11 0.85
O 7.179803 7.045529 1.607267 0.03 -0.11 -1.47
P 6.341973 6.430445 0.373563 -1.34 0.40 -0.17
O 4.963334 6.989800 0.218613 2.06 -1.07 0.28
O 6.404541 4.842157 0.617669 -0.63 1.39 -0.52
C 7.658914 4.220173 0.806257 0.75 -0.46 0.19
O 7.316066 6.668835 -0.886759 -0.33 -0.85 1.39
C 7.270314 7.946954 -1.487468 -0.09 0.85 -0.52
H 6.778922 7.800927 3.465827 -0.02 -0.11 -0.15
H 5.574392 6.633687 2.871069 0.04 0.09 0.00
H 7.178019 6.068686 3.407305 -0.06 0.04 0.00
H 7.706369 3.828136 1.825626 0.00 0.03 -0.09
H 8.493766 4.909211 0.651799 -0.11 -0.07 0.00
H 7.750145 3.388551 0.103695 -0.05 0.13 0.05
H 8.227222 8.141190 -1.978557 -0.09 -0.18 0.15
H 7.090841 8.729587 -0.744716 0.00 -0.05 -0.13
H 6.476378 7.964469 -2.239263 0.06 0.08 0.15
C 0.595592 -10.624977 -7.497044 0.36 0.28 -0.75
O 0.087505 -11.148589 -6.287145 -0.77 0.05 1.22
P -0.821979 -10.168269 -5.384856 -1.15 0.47 -0.50
O -2.060984 -9.673102 -6.061026 2.01 -0.52 1.05
O 0.198721 -9.017718 -4.915210 -1.46 -0.59 -0.40
C 1.413496 -9.382518 -4.293016 0.86 -0.16 0.36
O -1.077179 -11.030756 -4.048786 1.08 0.96 -0.97
C -2.130467 -11.971447 -4.095881 -0.83 -0.62 0.05
H 0.519086 -11.391462 -8.272171 -0.03 0.09 0.17
H 0.045818 -9.736651 -7.819741 0.00 -0.11 0.01
H 1.648451 -10.366160 -7.357483 -0.07 0.00 -0.05
H 2.242203 -9.091906 -4.944050 -0.07 -0.03 0.07
H 1.475907 -10.456442 -4.097044 -0.03 0.13 -0.01
H 1.501914 -8.843157 -3.347088 -0.07 -0.07 -0.12
H -1.926250 -12.767169 -3.374985 0.12 0.21 -0.09
H -2.224235 -12.414392 -5.091578 -0.05 0.04 0.13
H -3.067599 -11.478296 -3.823072 0.08 -0.09 -0.12
C -3.498450 8.081773 -0.175644 -0.12 0.81 0.17
O -3.323737 6.728227 -0.541109 0.52 -1.25 0.09
P -2.180582 5.897111 0.236553 0.16 -0.20 1.31
O -2.378976 5.802869 1.716177 0.45 0.28 -2.21
O -0.810515 6.605361 -0.218926 -1.06 -0.82 1.02
C -0.541799 6.770581 -1.596015 0.25 0.18 -0.87
O -2.163746 4.484341 -0.536681 0.35 1.67 0.04
C -3.131155 3.534689 -0.138169 -0.60 -0.74 0.32
H -4.568201 8.302579 -0.143239 0.15 -0.11 0.00
H -3.060426 8.300035 0.802112 -0.08 -0.04 -0.06
H -3.028351 8.716979 -0.930957 -0.03 -0.01 0.08
H -0.532406 7.839291 -1.825857 0.01 -0.10 0.02
H -1.285614 6.278112 -2.228332 0.08 0.04 0.09
H 0.443635 6.353544 -1.816263 -0.13 0.03 0.09
H -3.329060 2.859394 -0.974459 0.16 0.18 0.05
H -4.067977 4.018800 0.152360 0.08 -0.08 0.00
H -2.741724 2.953215 0.702111 -0.09 0.09 -0.09
```
Positions in Å, forces in eV/Å.

DFT total energy: -135443.9259 eV
SMILES: CC[C@H](I)B1OBOB(CC(=O)I)O1.COP(=O)(OC)OC.COP(=O)(OC)OC.COP(=O)(OC)OC.COP(=O)(OC)OC.COP(=O)(OC)OC
frontier orbital gap: 8.70 eV

Here is a cluster of 10 separate species, C20H54F6NO13S2 in total in a non-equilibrium geometry from OMol25. Energies are from ωB97M-V with the def2-TZVPD basis set.

Geometry as XYZ:
```
96
Properties=species:S:1:pos:R:3:forces:R:3
C -12.103353 -0.869731 19.955303 0.74 -1.20 0.23
F -13.387830 -0.609478 19.791434 -0.41 0.28 0.22
F -11.682713 -1.486306 18.853563 0.12 -0.11 -0.33
F -11.415419 0.239105 20.105294 -0.13 0.59 0.06
S -11.821790 -2.039175 21.442426 -0.20 0.41 2.95
O -13.066134 -1.970133 22.195970 0.74 0.25 -0.93
O -11.442878 -3.348785 20.984986 -0.18 0.76 -0.65
N -10.641477 -1.284446 22.377771 -1.73 -0.64 -1.63
S -9.254434 -1.742323 21.812548 0.47 -1.18 -0.26
O -8.906618 -3.081365 22.251007 0.82 0.69 0.04
O -9.111316 -1.506187 20.380955 0.32 0.34 0.51
C -8.058124 -0.543886 22.663657 -1.29 -0.81 0.08
F -8.095560 -0.670472 23.988257 0.07 -0.08 -0.24
F -6.826125 -0.819853 22.247442 0.05 0.31 -0.15
F -8.412268 0.701888 22.361025 0.45 0.16 -0.20
C -6.982554 0.985181 27.712060 0.37 0.86 -0.56
C -8.166060 1.762188 27.130640 0.10 -0.08 0.07
O -8.438830 1.404570 25.786627 -0.23 0.05 0.34
H -6.509054 1.601206 28.479979 -0.10 -0.31 0.30
H -6.243206 0.955338 26.903241 0.13 -0.23 0.11
H -7.152074 -0.033089 28.047531 -0.30 0.03 0.03
H -7.941308 2.834456 27.186755 0.10 0.03 0.02
H -9.080124 1.621092 27.707958 -0.06 -0.18 -0.13
H -7.596516 1.330079 25.329281 -0.05 -0.06 -0.09
C -8.357937 -0.542734 16.741740 0.20 0.82 0.82
C -7.239386 -1.536081 17.032348 -0.45 -0.14 0.11
O -7.156808 -1.726714 18.430729 0.44 0.01 -0.10
H -9.305993 -0.879778 17.170668 -0.15 -0.47 -0.71
H -8.417943 -0.149198 15.726482 -0.23 -0.47 -0.10
H -8.207638 0.339504 17.378931 0.48 0.04 -0.17
H -6.262601 -1.200121 16.669794 -0.08 0.29 0.16
H -7.391228 -2.503704 16.530724 -0.28 0.08 0.00
H -8.028080 -1.626036 18.850137 0.24 -0.14 0.02
C -7.524652 -3.204675 25.934008 -0.10 0.13 0.23
C -8.800702 -4.018107 25.802453 0.21 0.37 0.21
O -9.842133 -3.152302 25.356273 0.16 -0.83 0.08
H -7.712112 -2.411753 26.661808 0.16 0.04 0.00
H -7.227921 -2.730056 25.001518 -0.22 -0.10 -0.15
H -6.675048 -3.806157 26.263500 -0.13 -0.11 0.12
H -9.106314 -4.405953 26.784573 0.31 -0.17 0.02
H -8.625613 -4.875078 25.140134 -0.21 0.12 -0.19
H -10.611756 -3.737126 25.311983 -0.29 0.50 -0.38
C -11.095006 4.053592 23.001893 0.30 -0.64 0.23
C -12.031072 3.831774 24.193086 -0.26 1.24 -0.30
O -12.795484 2.655632 24.070150 0.13 -0.11 0.39
H -10.931358 5.106628 22.773344 0.01 0.02 0.09
H -11.494557 3.549206 22.121384 -0.14 0.14 -0.01
H -10.139869 3.572321 23.207044 0.16 0.06 -0.12
H -12.653936 4.735541 24.272857 -0.36 -0.24 -0.05
H -11.498945 3.835888 25.145658 0.22 -0.46 -0.09
H -13.658344 2.859910 23.706321 0.00 -0.06 -0.11
C -7.334536 2.682579 19.788878 0.85 -0.62 1.13
C -5.804231 2.720333 19.913343 -0.47 -0.59 -0.74
O -5.194202 2.255206 18.711798 0.42 0.34 -0.35
H -7.688582 2.974701 20.783667 -0.50 0.57 -0.38
H -7.707837 1.660600 19.696129 0.20 -0.06 -0.31
H -7.665572 3.277144 18.943976 -0.20 0.24 0.21
H -5.445551 2.107392 20.744918 -0.18 0.18 0.18
H -5.467510 3.750124 20.045621 0.04 -0.05 0.09
H -5.036274 1.309717 18.743922 -0.23 -0.10 0.19
C -10.849698 -6.071066 22.575790 0.20 -0.24 -0.07
C -11.541733 -6.224094 23.910301 0.23 0.01 0.18
O -12.343466 -5.084835 24.197363 -0.08 -0.37 0.20
H -11.617803 -5.871945 21.827493 0.20 0.20 -0.13
H -10.319498 -6.980251 22.275798 -0.07 -0.11 0.14
H -10.114601 -5.267721 22.597674 -0.23 0.21 -0.12
H -10.837503 -6.306742 24.743455 0.15 0.01 -0.12
H -12.107296 -7.165416 23.916862 -0.31 0.16 0.07
H -13.201640 -5.212927 23.767800 0.01 0.18 0.02
C -7.472876 -5.037403 19.522318 0.41 -0.41 0.24
C -7.208950 -5.867369 20.793386 -0.70 0.64 -0.56
O -6.708135 -5.001388 21.798084 0.10 -0.42 0.22
H -7.922898 -5.604793 18.703309 -0.09 -0.09 0.14
H -6.536693 -4.613449 19.158965 0.00 0.09 0.02
H -8.127157 -4.213393 19.800045 -0.11 0.05 -0.14
H -6.514461 -6.694044 20.641102 0.29 0.21 0.00
H -8.155697 -6.326917 21.099597 -0.03 0.00 0.17
H -7.403621 -4.350891 21.989142 0.06 0.03 -0.04
C -15.672936 -3.439860 23.919954 0.11 1.03 1.17
C -16.084604 -4.881551 24.062421 0.09 -0.38 -0.16
O -15.082898 -5.649071 23.398573 0.17 -0.25 -0.37
H -14.718097 -3.252797 24.423967 0.00 -0.40 0.09
H -16.381380 -2.809165 24.473129 -0.08 -0.13 -0.24
H -15.495534 -2.979772 22.948558 -0.49 -0.70 -0.42
H -17.095447 -5.104539 23.697284 0.19 0.19 -0.45
H -16.126373 -5.191473 25.116235 0.21 0.33 0.02
H -15.369088 -6.532455 23.151589 -0.22 0.09 0.18
C -16.339790 0.471764 24.966260 0.43 -0.22 -0.21
C -15.026255 -0.333676 25.114827 -0.63 1.43 0.93
O -14.224820 -0.198966 23.985108 -0.04 -0.37 -0.53
H -16.148765 1.507776 24.678696 0.30 -0.12 -0.26
H -16.884366 0.573198 25.908073 -0.17 -0.52 -0.03
H -16.915069 -0.009890 24.173621 -0.43 0.19 0.16
H -15.266033 -1.346157 25.448390 0.26 -0.03 -0.32
H -14.490095 0.153023 25.936504 0.22 -0.23 0.05
H -14.222947 -0.968175 23.389007 0.17 0.23 0.37
```
Positions in Å, forces in eV/Å.

DFT total energy: -87697.2491 eV
frontier orbital gap: 9.18 eV
charge: -1